1.
Formula: C24H37FN2O2
Source: OMol25
Level of theory: ωB97M-V with the def2-TZVPD basis set

Summary:
Highest occupied orbital energy: -9.05 eV
LUMO energy: 0.0213 hartree
Gap between HOMO and LUMO: 9.631 eV
2S+1: 1

```
66
Properties=species:S:1:pos:R:3:nbo_charge:R:1
C 4.47 2.32 -5.85 -0.625
C 4.20 2.65 -4.41 -0.104
C 4.78 1.96 -3.36 -0.129
C 4.53 2.29 -2.03 -0.162
C 5.22 1.61 -0.89 0.668
O 5.80 2.28 -0.05 -0.617
N 5.23 0.24 -0.86 -0.442
C 6.00 -0.39 0.19 -0.416
C 4.20 -0.58 -1.48 -0.208
C 3.09 -0.99 -0.51 -0.408
C 2.38 0.20 0.11 -0.405
C 1.24 -0.18 1.04 -0.380
C 0.52 1.03 1.62 -0.410
C -0.60 0.66 2.58 -0.213
N -1.67 -0.10 1.96 -0.634
C -2.61 0.50 1.17 0.684
O -2.59 1.70 0.97 -0.629
C -3.65 -0.42 0.56 -0.492
C -4.33 -1.37 1.54 -0.200
C -4.96 -0.59 2.70 -0.403
C -5.64 -1.50 3.71 -0.393
C -6.68 -2.39 3.04 -0.395
C -6.06 -3.16 1.88 -0.391
C -5.39 -2.25 0.85 -0.214
C -4.81 -3.08 -0.29 -0.605
C 3.67 3.35 -1.74 -0.156
C 3.05 4.04 -2.77 -0.277
C 3.33 3.68 -4.07 0.403
F 2.73 4.36 -5.07 -0.328
H 3.57 1.92 -6.33 0.226
H 4.76 3.21 -6.41 0.230
H 5.26 1.59 -5.93 0.216
H 5.47 1.15 -3.58 0.209
H 6.83 0.26 0.46 0.242
H 5.41 -0.57 1.10 0.189
H 6.38 -1.35 -0.17 0.195
H 3.75 -0.03 -2.30 0.218
H 4.68 -1.47 -1.90 0.196
H 2.37 -1.61 -1.05 0.207
H 3.50 -1.63 0.29 0.198
H 3.10 0.81 0.66 0.202
H 1.99 0.84 -0.69 0.203
H 0.52 -0.81 0.49 0.194
H 1.63 -0.81 1.85 0.188
H 1.24 1.65 2.16 0.204
H 0.10 1.64 0.82 0.221
H -0.22 0.06 3.41 0.192
H -1.04 1.57 3.00 0.219
H -1.72 -1.10 2.09 0.395
H -4.39 0.23 0.09 0.232
H -3.15 -0.98 -0.24 0.225
H -3.59 -2.06 1.97 0.180
H -4.20 0.02 3.19 0.215
H -5.70 0.11 2.28 0.200
H -4.88 -2.13 4.20 0.190
H -6.11 -0.91 4.50 0.211
H -7.12 -3.08 3.76 0.208
H -7.50 -1.77 2.66 0.194
H -5.31 -3.86 2.26 0.191
H -6.82 -3.77 1.38 0.208
H -6.15 -1.57 0.45 0.195
H -3.97 -3.68 0.05 0.199
H -5.57 -3.76 -0.69 0.213
H -4.47 -2.46 -1.12 0.209
H 3.51 3.62 -0.71 0.232
H 2.37 4.86 -2.57 0.234
```

***

2.
Formula: C24H37N3O6S
Source: OMol25
Level of theory: ωB97M-V with the def2-TZVPD basis set

Summary:
Highest occupied orbital energy: -9.08 eV
LUMO energy: 0.0160 hartree
Gap between HOMO and LUMO: 9.511 eV
2S+1: 1

```
71
Properties=species:S:1:pos:R:3:nbo_charge:R:1
C 6.56 2.89 0.58 -0.601
C 5.47 2.29 1.46 -0.406
C 5.77 0.85 1.88 -0.209
C 6.80 0.79 3.01 -0.609
C 4.49 0.10 2.28 -0.148
N 3.74 -0.30 1.11 -0.616
C 2.64 -1.08 1.26 0.704
O 2.41 -1.65 2.30 -0.628
C 1.80 -1.22 -0.01 -0.316
C 0.65 -2.21 0.20 -0.401
C -0.39 -1.65 1.16 -0.241
N -0.88 -0.36 0.71 -0.437
C -2.16 -0.23 0.33 0.691
O -2.95 -1.16 0.38 -0.671
C -2.66 1.14 -0.12 -0.164
N -3.88 0.98 -0.87 -0.851
S -3.67 0.76 -2.51 2.322
O -4.97 0.64 -3.08 -0.930
O -2.80 1.81 -2.96 -0.953
C -2.80 -0.80 -2.69 -0.352
C -1.47 -0.79 -3.06 -0.212
C -0.79 -1.99 -3.15 -0.181
C -1.43 -3.19 -2.87 -0.007
C -0.70 -4.50 -2.95 -0.634
C -2.77 -3.17 -2.51 -0.210
C -3.46 -1.98 -2.42 -0.138
C -2.88 2.08 1.08 -0.205
C -3.18 3.49 0.58 -0.609
C -4.02 1.57 1.97 -0.621
C 0.18 0.62 0.58 -0.231
C 1.21 0.13 -0.44 -0.391
C 3.58 0.95 3.17 0.804
O 2.58 1.50 2.78 -0.612
O 4.01 1.02 4.42 -0.681
H 7.51 2.93 1.10 0.204
H 6.29 3.91 0.29 0.216
H 6.68 2.30 -0.33 0.201
H 4.52 2.33 0.92 0.201
H 5.35 2.91 2.36 0.206
H 6.19 0.31 1.02 0.210
H 7.70 1.33 2.73 0.212
H 6.39 1.24 3.92 0.220
H 7.07 -0.24 3.23 0.213
H 4.74 -0.80 2.85 0.243
H 3.83 0.28 0.29 0.396
H 2.46 -1.59 -0.80 0.226
H 1.05 -3.14 0.62 0.228
H 0.18 -2.43 -0.76 0.218
H -1.25 -2.32 1.23 0.246
H 0.05 -1.53 2.16 0.220
H -1.96 1.61 -0.82 0.243
H -4.45 0.23 -0.48 0.422
H -1.00 0.16 -3.28 0.242
H 0.25 -2.00 -3.45 0.204
H -0.70 -4.99 -1.98 0.225
H -1.19 -5.16 -3.66 0.226
H 0.33 -4.35 -3.26 0.214
H -3.28 -4.10 -2.30 0.217
H -4.51 -1.95 -2.15 0.234
H -1.96 2.09 1.68 0.204
H -3.40 4.15 1.42 0.209
H -2.33 3.89 0.04 0.207
H -4.03 3.47 -0.09 0.224
H -4.97 1.65 1.43 0.211
H -3.86 0.53 2.25 0.220
H -4.09 2.17 2.87 0.214
H -0.22 1.58 0.27 0.216
H 0.66 0.74 1.56 0.229
H 1.98 0.89 -0.55 0.203
H 0.71 0.00 -1.41 0.217
H 3.39 1.54 4.97 0.503
```

***

3.
Formula: C24H37N8O9P2Ta
Source: OMol25
Level of theory: ωB97M-V with the def2-TZVPD basis set

Summary:
Highest occupied orbital energy: -12.52 eV
Charge: +2
LUMO energy: -0.2317 hartree
Gap between HOMO and LUMO: 6.213 eV
2S+1: 1

```
81
Properties=species:S:1:pos:R:3:lowdin_charge:R:1
Ta 2.08 -0.85 0.12 1.927
O 3.28 -4.05 -2.22 0.002
P 3.22 -2.72 -1.43 0.236
O 2.21 -1.67 -1.88 -0.374
O 2.80 -2.90 0.03 -0.329
O 4.65 -2.05 -1.48 -0.210
P 4.72 -0.39 -1.69 0.286
O 6.10 -0.09 -1.01 -0.059
O 4.54 -0.04 -3.08 -0.197
O 3.70 0.10 -0.63 -0.401
H 3.84 -4.10 -3.01 0.139
H 6.81 0.14 -1.62 0.121
N 1.29 -1.87 2.11 -0.043
C 1.95 -3.00 2.83 -0.198
C 3.24 -2.56 3.47 -0.164
C 4.29 -2.12 2.47 -0.197
N 3.83 -0.92 1.71 -0.041
H 1.18 -1.10 2.75 0.099
H 0.34 -2.17 1.88 0.072
H 2.12 -3.80 2.11 0.113
H 1.26 -3.37 3.59 0.130
H 3.65 -3.38 4.06 0.133
H 3.05 -1.75 4.19 0.126
H 4.48 -2.91 1.75 0.115
H 5.22 -1.87 2.97 0.134
H 4.63 -0.55 1.19 0.091
H 3.60 -0.18 2.37 0.113
C -6.08 1.58 -0.14 -0.066
O -5.53 2.14 -1.32 -0.065
C -4.47 2.96 -1.22 -0.279
C -3.80 3.23 -0.03 -0.013
C -2.71 4.09 -0.02 -0.017
C -2.30 4.71 -1.20 -0.281
C -3.03 4.50 -2.37 -0.011
C -4.07 3.60 -2.40 0.019
N -1.27 5.67 -1.25 0.103
N -0.16 5.47 -0.74 0.099
C 0.21 4.22 -0.18 -0.214
C 0.51 4.12 1.16 0.003
C 0.98 2.91 1.72 0.040
C 1.16 1.84 0.90 -0.308
O 1.60 0.61 1.30 -0.269
C 0.92 1.93 -0.47 -0.164
N 1.21 0.81 -1.19 0.000
C 1.07 0.86 -2.51 -0.065
C 0.62 2.00 -3.17 0.011
C 0.31 3.13 -2.45 0.058
C 0.45 3.12 -1.05 -0.068
H -6.93 0.99 -0.45 0.100
H -6.41 2.37 0.55 0.105
H -5.35 0.94 0.37 0.078
H -4.14 2.80 0.91 0.102
H -2.22 4.32 0.91 0.114
H -2.76 5.05 -3.26 0.124
H -4.63 3.41 -3.30 0.129
H 0.38 4.98 1.79 0.133
H 1.19 2.85 2.78 0.132
H 1.35 -0.03 -3.06 0.116
H 0.55 1.99 -4.24 0.126
H -0.01 4.03 -2.96 0.129
C -1.50 0.02 1.38 -0.016
N -1.71 -1.39 1.11 -0.146
C -2.61 -2.08 2.03 -0.028
C -1.12 -2.01 0.07 -0.414
N 0.07 -1.61 -0.38 0.005
N -1.74 -3.05 -0.50 -0.129
C -1.00 -4.02 -1.31 -0.015
C -3.20 -3.12 -0.64 -0.017
H -2.46 0.47 1.66 0.100
H -1.13 0.53 0.49 0.085
H -0.81 0.19 2.21 0.086
H -2.33 -1.82 3.05 0.103
H -2.53 -3.16 1.91 0.098
H -3.65 -1.79 1.88 0.098
H 0.19 -1.93 -1.34 0.058
H 0.01 -4.12 -0.94 0.089
H -0.99 -3.74 -2.36 0.108
H -1.50 -4.99 -1.22 0.107
H -3.65 -2.18 -0.34 0.090
H -3.62 -3.93 -0.05 0.104
H -3.44 -3.29 -1.69 0.106
```

***

4.
Formula: C24H38BF9GaN2O21S5
Source: OMol25
Level of theory: ωB97M-V with the def2-TZVPD basis set

Summary:
Highest occupied orbital energy: -5.01 eV
Charge: -1
LUMO energy: 0.0585 hartree
Gap between HOMO and LUMO: 6.599 eV
2S+1: 1

```
101
Properties=species:S:1:pos:R:3:lowdin_charge:R:1
C 4.05 -3.94 -1.55 -0.149
C 3.39 -2.49 -1.07 -0.219
B 2.34 -2.66 0.21 -0.354
O 2.97 -2.97 1.54 -0.087
Ga 0.24 -2.50 0.00 0.518
C -0.56 -3.16 1.79 -0.268
C -1.10 -4.73 1.76 -0.242
C -2.73 -4.64 2.11 -0.293
N -2.96 -4.20 3.58 -0.073
C -0.35 -3.65 -1.66 -0.216
C -1.95 -3.63 -1.95 -0.066
C -2.45 -4.49 -3.29 -0.047
C -1.16 -5.20 -4.05 -0.092
C 0.40 -5.13 -3.56 -0.117
N 0.77 -4.34 -2.35 -0.020
C -0.14 -0.50 -0.44 -0.225
F 0.31 -0.28 -1.83 -0.060
F 0.82 0.29 0.42 -0.086
C -1.65 0.01 -0.09 -0.118
F -1.52 0.90 1.12 -0.019
F -2.53 -1.12 0.38 -0.014
C -2.38 0.92 -1.24 -0.067
F -1.50 2.03 -1.78 0.028
F -3.50 1.65 -0.54 0.007
C -3.09 0.10 -2.46 -0.144
F -4.14 -0.86 -2.06 0.044
F -3.79 1.14 -3.31 0.003
F -2.16 -0.61 -3.38 0.052
H 5.13 -3.80 -1.99 0.063
H 4.11 -4.62 -0.58 0.072
H 3.42 -4.48 -2.38 0.052
H 4.31 -1.83 -0.70 0.103
H 2.87 -1.92 -1.97 0.091
H 3.29 -3.93 1.44 0.058
H 0.33 -3.15 2.59 0.066
H -1.39 -2.44 2.26 0.043
H -0.89 -5.28 0.75 0.092
H -0.62 -5.29 2.69 0.103
H -3.30 -3.89 1.42 0.103
H -3.17 -5.72 2.00 0.095
H -2.05 -4.34 4.08 0.057
H -3.06 -3.14 3.52 0.052
H -2.75 -3.05 -1.28 0.075
H -3.56 -4.55 -3.66 0.069
H -1.38 -5.82 -5.04 0.064
H 1.25 -5.68 -4.18 0.096
C -1.53 2.43 4.54 -0.172
C -0.21 2.36 3.78 -0.180
O 0.79 2.78 4.72 -0.195
S 0.32 2.33 6.22 0.677
O 0.99 1.09 6.55 -0.233
O 0.36 3.50 7.07 -0.247
O -1.23 2.00 5.87 -0.195
H -1.89 3.47 4.60 0.130
H -2.30 1.80 4.09 0.136
H -0.19 2.99 2.90 0.130
H 0.02 1.33 3.49 0.134
C 1.82 3.71 -0.21 -0.164
C 0.62 4.11 -1.06 -0.177
O 0.84 5.47 -1.41 -0.192
S 2.45 5.73 -1.55 0.713
O 2.80 5.63 -2.95 -0.244
O 2.80 6.86 -0.72 -0.289
O 2.94 4.36 -0.81 -0.181
H 1.72 4.09 0.81 0.129
H 1.98 2.63 -0.19 0.129
H -0.33 4.00 -0.52 0.129
H 0.58 3.52 -1.99 0.128
C 6.09 -6.17 4.90 -0.180
C 6.58 -4.77 4.53 -0.178
O 5.62 -4.28 3.60 -0.187
S 4.15 -4.89 3.97 0.682
O 3.44 -3.92 4.76 -0.217
O 3.60 -5.51 2.79 -0.236
O 4.67 -6.07 4.98 -0.195
H 6.34 -6.90 4.12 0.131
H 6.50 -6.51 5.86 0.133
H 7.57 -4.79 4.08 0.135
H 6.58 -4.11 5.40 0.132
C 0.71 10.51 1.75 -0.179
C -0.32 9.42 2.07 -0.183
O -0.48 8.70 0.85 -0.199
S 0.93 8.71 0.03 0.725
O 1.62 7.47 0.31 -0.295
O 0.67 9.19 -1.31 -0.216
O 1.66 9.89 0.88 -0.187
H 0.24 11.34 1.22 0.130
H 1.20 10.88 2.65 0.134
H -1.27 9.83 2.41 0.133
H 0.07 8.72 2.82 0.131
C -5.42 0.03 -6.31 -0.177
C -4.42 1.01 -6.92 -0.176
O -4.36 0.66 -8.30 -0.194
S -5.82 0.10 -8.77 0.677
O -6.55 1.18 -9.40 -0.243
O -5.64 -1.19 -9.40 -0.239
O -6.45 -0.13 -7.28 -0.197
H -4.96 -0.95 -6.13 0.136
H -5.84 0.41 -5.37 0.133
H -3.43 0.94 -6.47 0.136
H -4.78 2.04 -6.85 0.134
```

***

5.
Formula: C24H38BaF8N3O13S3
Source: OMol25
Level of theory: ωB97M-V with the def2-TZVPD basis set

Summary:
Highest occupied orbital energy: -10.71 eV
Charge: +1
LUMO energy: -0.1518 hartree
Gap between HOMO and LUMO: 6.583 eV
2S+1: 1

```
90
Properties=species:S:1:pos:R:3:lowdin_charge:R:1
Ba -4.06 2.73 0.80 1.991
N -0.31 1.51 -0.34 -0.654
O -1.49 1.49 0.05 -0.205
O 0.30 0.46 -0.18 -0.020
O 0.11 2.49 -0.87 0.031
O -1.68 3.37 2.26 -0.494
S -0.44 3.76 2.97 0.714
O -0.36 5.02 3.67 -0.279
O -0.02 2.52 4.03 -0.300
C 0.65 2.87 5.28 -0.220
C 1.17 1.54 5.94 -0.038
C 1.09 3.66 1.89 -0.054
H 0.00 3.46 5.93 0.116
H 1.51 3.53 5.14 0.113
H 0.42 0.86 6.34 0.077
H 1.93 1.79 6.67 0.081
H 1.71 0.97 5.18 0.062
H 1.27 2.59 1.78 0.056
H 1.90 4.14 2.45 0.078
H 0.89 4.15 0.94 0.069
O -3.42 0.77 2.61 -0.506
S -2.69 -0.20 3.42 0.688
O -2.44 0.11 4.84 -0.268
O -3.42 -1.67 3.30 -0.242
C -3.83 -2.19 2.00 -0.232
C -3.38 -3.65 1.81 -0.038
C -1.07 -0.52 2.67 -0.088
H -3.39 -1.53 1.26 0.060
H -4.89 -2.07 1.78 0.109
H -3.32 -4.04 0.80 0.074
H -4.06 -4.36 2.30 0.082
H -2.35 -3.81 2.13 0.080
H -1.25 -0.85 1.65 0.049
H -0.65 -1.42 3.13 0.082
H -0.35 0.30 2.72 0.065
O -6.39 -1.36 -0.28 -0.252
S -5.46 -0.58 -1.08 0.648
O -4.55 0.31 -0.39 -0.501
O -4.75 -1.58 -2.09 -0.231
C -3.47 -1.31 -2.59 -0.250
C -2.38 -1.75 -1.57 -0.035
C -6.42 0.40 -2.40 -0.056
H -3.21 -0.29 -2.86 0.115
H -3.38 -1.94 -3.47 0.134
H -2.25 -2.83 -1.49 0.084
H -2.68 -1.28 -0.63 0.042
H -1.41 -1.34 -1.85 0.062
H -6.64 -0.15 -3.31 0.079
H -5.81 1.26 -2.66 0.054
H -7.31 0.76 -1.88 0.063
N -1.16 1.34 -4.41 0.057
C -0.28 0.35 -4.07 -0.137
C 0.04 -0.71 -4.93 -0.065
C -0.65 -0.81 -6.14 -0.081
C -1.56 0.16 -6.50 -0.075
C -1.73 1.24 -5.64 -0.150
H 0.27 0.49 -3.15 0.079
H 0.85 -1.38 -4.68 0.098
H -0.40 -1.57 -6.87 0.107
H -2.08 0.12 -7.45 0.102
H -2.34 2.10 -5.89 0.095
N 4.90 2.15 -1.42 0.056
C 3.70 1.41 -1.54 -0.093
C 3.43 0.54 -2.63 -0.074
C 4.38 0.44 -3.60 -0.097
C 5.56 1.13 -3.47 -0.073
C 5.78 2.03 -2.41 -0.155
H 2.97 1.48 -0.75 0.073
H 2.48 0.03 -2.67 0.070
H 4.18 -0.18 -4.46 0.105
H 6.41 1.05 -4.14 0.098
H 6.79 2.39 -2.24 0.101
C 2.88 -1.57 0.81 -0.042
C 2.76 -2.91 -0.03 -0.425
C 1.48 -3.05 -0.93 -0.348
F 0.38 -3.21 -0.24 0.106
F 1.29 -2.08 -1.82 0.103
F 3.84 -3.10 -0.84 0.119
F 2.85 -3.95 0.77 0.148
O 4.15 -1.40 1.42 0.032
C 4.17 -0.50 2.53 -0.575
C 5.48 -0.48 3.26 -0.287
F 6.61 -0.17 2.55 0.101
F 5.45 0.38 4.30 0.107
F 3.90 0.73 2.15 0.179
F 3.24 -0.91 3.36 0.162
H 2.05 -1.40 1.50 0.132
H 2.86 -0.73 0.13 0.108
H 1.50 -4.06 -1.34 0.171
H 5.61 -1.48 3.66 0.173
```

***

6.
Formula: C24H38IN2O9
Source: OMol25
Level of theory: ωB97M-V with the def2-TZVPD basis set

Summary:
Highest occupied orbital energy: -11.99 eV
Charge: +1
LUMO energy: -0.1117 hartree
Gap between HOMO and LUMO: 8.953 eV
2S+1: 1

```
74
Properties=species:S:1:pos:R:3:lowdin_charge:R:1
C 6.55 3.17 1.25 -0.071
C 6.29 3.37 -0.25 -0.273
C 5.44 2.29 -0.96 -0.646
I 6.66 1.19 -2.36 0.954
N 4.71 1.40 -0.06 -0.044
C 5.19 0.19 0.43 -0.057
C 4.23 -0.30 1.25 -0.022
N 3.19 0.58 1.24 0.179
C 3.49 1.61 0.44 -0.177
C 2.57 2.71 0.15 -0.150
C 2.93 4.05 0.30 -0.012
C 2.00 5.04 0.01 -0.041
C 0.72 4.69 -0.42 -0.060
C 0.36 3.36 -0.57 -0.047
C 1.28 2.36 -0.28 -0.005
H 7.57 2.86 1.44 0.080
H 6.44 4.12 1.76 0.080
H 5.86 2.48 1.74 0.063
H 5.87 4.35 -0.44 0.099
H 7.26 3.39 -0.74 0.060
H 4.70 2.77 -1.59 0.081
H 6.13 -0.25 0.20 0.100
H 4.28 -1.23 1.78 0.136
H 2.33 0.49 1.75 0.187
H 3.90 4.33 0.67 0.105
H 2.25 6.08 0.13 0.116
H -0.02 5.45 -0.64 0.119
H -0.63 3.08 -0.90 0.120
H 1.01 1.32 -0.39 0.119
C 1.48 -2.68 -1.56 -0.070
C 0.05 -3.04 -1.89 -0.203
O -0.52 -3.89 -0.89 0.044
C -0.84 -3.29 0.25 -0.609
O -0.69 -2.12 0.51 0.102
O -1.39 -4.21 1.05 -0.006
C -1.76 -3.74 2.34 -0.027
H 2.08 -3.58 -1.42 0.086
H 1.93 -2.10 -2.37 0.080
H 1.54 -2.09 -0.65 0.054
H 0.01 -3.61 -2.82 0.129
H -0.57 -2.15 -2.02 0.125
H -2.41 -2.87 2.27 0.098
H -0.88 -3.50 2.93 0.097
H -2.30 -4.55 2.82 0.095
C -5.85 5.49 1.21 -0.062
C -4.80 6.57 1.17 -0.202
O -3.79 6.37 2.18 0.048
C -2.88 5.44 1.92 -0.609
O -2.79 4.79 0.90 0.108
O -2.03 5.38 2.94 0.015
C -1.04 4.37 2.80 -0.038
H -6.29 5.42 2.21 0.084
H -6.65 5.71 0.50 0.083
H -5.44 4.51 0.96 0.074
H -5.24 7.54 1.40 0.125
H -4.33 6.64 0.19 0.123
H -0.55 4.46 1.83 0.059
H -1.49 3.38 2.90 0.103
H -0.32 4.52 3.60 0.098
C -2.92 -6.85 0.20 -0.072
C -3.59 -8.05 -0.43 -0.204
O -4.48 -7.67 -1.49 0.041
C -3.90 -7.34 -2.64 -0.612
O -2.72 -7.37 -2.88 0.121
O -4.86 -7.03 -3.51 0.007
C -4.38 -6.63 -4.80 -0.040
H -3.67 -6.13 0.54 0.083
H -2.32 -7.15 1.05 0.083
H -2.27 -6.34 -0.51 0.065
H -4.22 -8.55 0.30 0.123
H -2.86 -8.77 -0.80 0.125
H -3.73 -7.39 -5.22 0.096
H -3.86 -5.68 -4.73 0.095
H -5.26 -6.52 -5.43 0.094
```